1.
Here is C29H28Br4LuN6O2P as an isolated structure at a distorted geometry from the OMol25 dataset. Energies are from wB97M-V/def2-TZVPD.

XYZ file:
```
71
C29H28Br4LuN6O2P, DFT wB97M-V/def2-TZVPD
Lu 9.3324 12.5881 11.3076
C 5.9626 12.6722 9.4087
C 7.0048 13.6679 8.9581
C 6.7996 14.1953 7.6789
C 7.5609 15.3381 7.3715
C 8.5075 15.7805 8.3414
C 8.6195 15.1564 9.6053
N 8.0695 13.9108 9.7791
C 9.3804 15.7707 10.6965
C 9.9412 17.0405 10.5959
C 10.8455 17.3834 11.5849
C 11.2510 16.4975 12.6104
C 10.5535 15.2934 12.6578
N 9.6552 14.9579 11.7313
C 10.8737 14.2428 13.6481
C 11.5511 14.5484 14.8279
C 11.9862 13.5294 15.7174
C 11.5671 12.2350 15.4342
C 10.7162 12.0153 14.3112
C 10.2276 10.6248 14.0690
N 10.3696 12.9931 13.4344
H 6.0992 12.3118 10.4616
H 5.8870 11.8232 8.7465
H 5.0124 13.1929 9.3504
H 6.0291 13.7011 7.0714
H 7.4705 15.9912 6.4839
H 9.2217 16.5028 8.0110
H 9.6657 17.7394 9.7298
H 11.3320 18.3817 11.4468
H 11.8832 16.7779 13.4033
H 11.7745 15.6296 15.0358
H 12.6005 13.8168 16.5700
H 11.9283 11.4020 16.0127
H 10.6689 9.8657 14.7153
H 10.3705 10.3048 13.0706
H 9.1968 10.5266 14.3443
Br 7.5196 5.7703 9.9063
C 7.4773 7.6317 10.3260
C 6.3302 8.1713 10.9820
Br 4.6098 7.3367 10.8791
C 6.3399 9.3755 11.6683
Br 5.1870 9.8050 13.0824
C 7.4115 10.2838 11.4828
O 7.5111 11.5516 11.8935
C 8.5346 9.7835 10.7115
O 9.6543 10.5776 10.5773
C 8.5913 8.4459 10.0638
Br 10.3544 7.8824 9.4328
C 15.5671 12.3519 11.2097
N 14.7001 11.1670 10.6724
C 14.8273 11.0016 9.1332
N 14.5674 12.2357 8.4685
C 15.3919 13.3430 8.9764
N 15.3409 13.5656 10.4203
C 14.0549 14.1964 10.7720
P 12.5619 13.0242 10.3462
C 13.3102 11.4905 11.0588
C 13.1568 12.7000 8.5438
H 16.5885 12.0633 10.8878
H 15.4592 12.4831 12.2819
H 14.9820 10.3255 11.2345
H 14.0943 10.2148 8.8102
H 15.8630 10.6491 8.9441
H 15.1108 14.2787 8.3945
H 16.4146 13.2347 8.5936
H 13.7948 15.0982 10.0881
H 13.9543 14.5296 11.7795
H 12.5844 10.7066 10.7624
H 13.3038 11.6165 12.1403
H 13.0508 13.6770 8.0598
H 12.5246 11.9007 8.0350
```

Gap between HOMO and LUMO   4.906 eV
E_HOMO   -11.296 eV
Energy above the lowest of the compared OMol25 structures with the same formula, charge and spin   8.7 kcal per mole
E_tot   -13473.3997 Eh
Net charge   +2

---

2.
Here is a 6-piece molecular cluster, C29H28IN5O2 overall at a distorted geometry from the OMol25 dataset. Energies are from wB97M-V/def2-TZVPD.

XYZ file:
```
65
C29H28IN5O2, DFT wB97M-V/def2-TZVPD
C 2.6776 3.9435 -1.4425
C 1.4768 3.3832 -1.3848
C 0.0898 2.5463 -1.2000
I 0.6026 0.7553 0.0044
O -0.8925 3.2688 -0.3940
C -1.5162 4.3323 -1.1407
O -0.9714 5.4943 -1.0747
H 3.6258 4.5721 -1.2869
H -0.3398 2.2329 -2.2325
H -2.4758 4.1785 -1.7881
C 3.1207 4.7576 4.4482
C 3.9713 3.7099 4.1236
C 4.1149 3.3723 2.7873
N 3.4747 3.9985 1.7840
C 2.6558 5.0082 2.1272
C 2.4480 5.4235 3.4328
H 2.9830 5.0525 5.4834
H 4.5108 3.1681 4.8910
H 4.7706 2.5625 2.4829
H 2.1498 5.4947 1.2986
H 1.7771 6.2456 3.6508
C -0.9690 1.4640 5.2788
C -0.8727 1.4716 3.8941
C -0.1197 0.4814 3.2842
N 0.5287 -0.4876 3.9562
C 0.4194 -0.4696 5.2968
C -0.3119 0.4748 5.9986
H -1.5507 2.2222 5.7929
H -1.3717 2.2293 3.3020
H -0.0166 0.4430 2.2019
H 0.9536 -1.2605 5.8147
H -0.3666 0.4393 7.0799
C 0.4692 -4.2178 -3.5023
C 1.6848 -3.6995 -3.0772
C 1.7503 -2.3501 -2.7694
N 0.7045 -1.5095 -2.8618
C -0.4602 -2.0378 -3.2776
C -0.6282 -3.3738 -3.6052
H 0.3778 -5.2700 -3.7513
H 2.5612 -4.3297 -2.9867
H 2.6773 -1.8986 -2.4297
H -1.2867 -1.3376 -3.3453
H -1.5915 -3.7453 -3.9331
C -3.9493 -0.9610 -7.2447
C -2.6207 -0.5951 -7.4107
C -1.9300 -0.1165 -6.3089
N -2.4729 0.0185 -5.0858
C -3.7619 -0.3419 -4.9541
C -4.5355 -0.8343 -5.9927
H -4.5230 -1.3414 -8.0834
H -2.1326 -0.6801 -8.3739
H -0.8886 0.1794 -6.3874
H -4.1760 -0.2211 -3.9576
H -5.5698 -1.1111 -5.8281
C -0.2763 -3.4821 2.9427
C 0.7925 -4.1532 2.3647
C 0.6109 -5.4746 1.9889
N -0.5413 -6.1485 2.1547
C -1.5594 -5.4749 2.7185
C -1.4787 -4.1524 3.1244
H -0.1730 -2.4460 3.2491
H 1.7449 -3.6606 2.2094
H 1.4154 -6.0409 1.5301
H -2.4766 -6.0427 2.8426
H -2.3330 -3.6586 3.5718
```

Gap between HOMO and LUMO   8.840 eV
E_HOMO   -9.029 eV
SMILES   C#C[C@@H](I)OC=O.c1ccncc1.c1ccncc1.c1ccncc1.c1ccncc1.c1ccncc1
E_tot   -1843.5975 Eh